{"formula": "C96H206N10O12", "method": "ωB97M-V with the def2-TZVPD basis set", "elements": ["C", "C", "C", "C", "C", "C", "C", "C", "C", "N", "O", "H", "H", "H", "H", "H", "H", "H", "H", "H", "H", "H", "H", "H", "H", "H", "H", "H", "H", "H", "C", "C", "C", "C", "C", "C", "C", "C", "C", "N", "O", "H", "H", "H", "H", "H", "H", "H", "H", "H", "H", "H", "H", "H", "H", "H", "H", "H", "H", "H", "C", "C", "C", "C", "C", "C", "C", "C", "C", "N", "O", "H", "H", "H", "H", "H", "H", "H", "H", "H", "H", "H", "H", "H", "H", "H", "H", "H", "H", "H", "C", "C", "C", "C", "C", "C", "C", "C", "C", "N", "O", "H", "H", "H", "H", "H", "H", "H", "H", "H", "H", "H", "H", "H", "H", "H", "H", "H", "H", "H", "C", "C", "C", "C", "C", "C", "C", "C", "C", "N", "O", "H", "H", "H", "H", "H", "H", "H", "H", "H", "H", "H", "H", "H", "H", "H", "H", "H", "H", "H", "C", "C", "C", "C", "C", "C", "C", "C", "C", "N", "O", "H", "H", "H", "H", "H", "H", "H", "H", "H", "H", "H", "H", "H", "H", "H", "H", "H", "H", "H", "C", "C", "C", "C", "C", "C", "C", "C", "C", "N", "O", "H", "H", "H", "H", "H", "H", "H", "H", "H", "H", "H", "H", "H", "H", "H", "H", "H", "H", "H", "C", "C", "C", "C", "C", "C", "C", "C", "C", "N", "O", "H", "H", "H", "H", "H", "H", "H", "H", "H", "H", "H", "H", "H", "H", "H", "H", "H", "H", "H", "C", "C", "C", "C", "C", "C", "C", "C", "C", "N", "O", "H", "H", "H", "H", "H", "H", "H", "H", "H", "H", "H", "H", "H", "H", "H", "H", "H", "H", "H", "C", "C", "C", "C", "C", "C", "C", "C", "C", "N", "O", "H", "H", "H", "H", "H", "H", "H", "H", "H", "H", "H", "H", "H", "H", "H", "H", "H", "H", "H", "C", "C", "C", "O", "H", "H", "H", "H", "H", "H", "H", "H", "C", "C", "C", "O", "H", "H", "H", "H", "H", "H", "H", "H"], "coordinates": [[6.33606, 3.37109, 1.31294], [5.35496, 2.23197, 1.01919], [4.32391, 2.80066, 0.00583], [6.14989, 1.10306, 0.40249], [7.10379, 0.37287, 1.34120], [6.27540, -0.17942, 2.58819], [5.46541, 0.96264, 3.33832], [4.44008, 0.25993, 4.27989], [6.46366, 1.84415, 4.16404], [4.75162, 1.79589, 2.33470], [3.79701, 2.65258, 2.94763], [6.04811, 4.32905, 1.74593], [7.04854, 3.00245, 2.05090], [6.96203, 3.56539, 0.44201], [3.68334, 2.08033, -0.50300], [3.73134, 3.60256, 0.44619], [4.82821, 3.33217, -0.80120], [5.38416, 0.44728, -0.01188], [6.64495, 1.45780, -0.50150], [7.64746, -0.40586, 0.80631], [7.81987, 1.09904, 1.72591], [6.98307, -0.59350, 3.30639], [5.61860, -0.99331, 2.28109], [4.84259, -0.54269, 4.89786], [3.65592, -0.27769, 3.74681], [3.89393, 0.97755, 4.89213], [6.67370, 1.47583, 5.16819], [5.94659, 2.78154, 4.36906], [7.46134, 1.91764, 3.73123], [2.99948, 2.15401, 2.75534], [0.45579, 1.17716, 5.99355], [0.82537, 1.85013, 7.29053], [0.86038, 3.37472, 6.97573], [-0.23519, 1.68839, 8.40726], [-0.31415, 0.23009, 9.02646], [1.11559, -0.12959, 9.55115], [2.20940, 0.01787, 8.49171], [3.55090, 0.11893, 9.20059], [2.17975, -1.20073, 7.52258], [2.12671, 1.46405, 7.88092], [3.16127, 1.79416, 7.01666], [1.28269, 1.17259, 5.28340], [0.17309, 0.18105, 6.33409], [-0.44407, 1.64101, 5.58959], [-0.04887, 3.77447, 6.52674], [1.01578, 4.12339, 7.75255], [1.49522, 3.66032, 6.13698], [-0.22994, 2.40741, 9.22646], [-1.18869, 1.88306, 7.91627], [-1.01271, 0.17274, 9.86121], [-0.59664, -0.43347, 8.20916], [1.06408, -1.14048, 9.95555], [1.41404, 0.48063, 10.40358], [3.49442, 0.85450, 10.00299], [4.44015, 0.25570, 8.58526], [3.69225, -0.86022, 9.65819], [1.25247, -1.46340, 7.01339], [2.48314, -2.15693, 7.94887], [2.84814, -1.00332, 6.68451], [3.60984, 2.49346, 7.49768], [-2.71092, 6.72247, -0.83332], [-3.77221, 5.68441, -1.32177], [-3.05091, 4.27094, -1.54987], [-4.79387, 5.64164, -0.20033], [-6.17305, 5.14547, -0.54649], [-6.60354, 5.88870, -1.76516], [-5.67132, 5.93221, -3.00833], [-5.72991, 4.51667, -3.64962], [-6.32492, 6.91331, -4.02816], [-4.30999, 6.29539, -2.62022], [-3.40958, 6.39547, -3.69968], [-3.02876, 7.72052, -0.53176], [-2.16452, 6.36701, 0.04030], [-1.89486, 7.04631, -1.47928], [-2.67272, 4.14739, -2.56466], [-2.16202, 4.21537, -0.92148], [-3.72649, 3.41971, -1.46567], [-4.32182, 4.89239, 0.43520], [-4.88760, 6.51421, 0.44614], [-6.28379, 4.06339, -0.61686], [-6.86485, 5.53984, 0.19781], [-6.95533, 6.90238, -1.57337], [-7.49311, 5.33657, -2.06835], [-5.07210, 4.49365, -4.51843], [-6.75548, 4.23316, -3.88611], [-5.31526, 3.81463, -2.92623], [-7.32945, 6.69146, -4.38842], [-5.74741, 6.92855, -4.95247], [-6.47257, 7.97614, -3.83656], [-3.23404, 7.33806, -3.65158], [-5.69574, 5.49899, 3.45755], [-5.64193, 4.09385, 4.09798], [-4.47282, 3.96054, 5.10727], [-7.07106, 3.97439, 4.74134], [-7.34202, 2.55440, 5.30442], [-7.39852, 1.70987, 4.05207], [-6.17194, 1.72361, 3.10268], [-5.01515, 0.73724, 3.64260], [-6.65028, 1.36947, 1.65110], [-5.54064, 3.06898, 3.07406], [-4.26636, 3.14246, 2.40924], [-6.48963, 5.43750, 2.71319], [-5.89153, 6.28481, 4.18710], [-4.76588, 5.87355, 3.02955], [-4.63406, 4.19838, 6.15871], [-4.18009, 2.91231, 5.16748], [-3.56190, 4.35112, 4.65365], [-6.95524, 4.62123, 5.61099], [-7.93640, 4.45496, 4.28491], [-6.61210, 2.31168, 6.07671], [-8.26544, 2.23772, 5.78930], [-8.27993, 1.84140, 3.42445], [-7.59969, 0.70555, 4.42488], [-4.48017, 1.02134, 4.54879], [-4.33647, 0.45789, 2.83673], [-5.56204, -0.17099, 3.89582], [-7.13384, 0.39610, 1.73376], [-5.78299, 1.21605, 1.00895], [-7.35529, 2.09422, 1.24391], [-4.31998, 3.94316, 1.88236], [8.24993, -5.53236, -3.02429], [7.56493, -4.19743, -2.63500], [8.61122, -3.30911, -1.91533], [7.25217, -3.43855, -3.97250], [6.24781, -2.30440, -3.90895], [4.97321, -2.75373, -3.21705], [5.25838, -3.44178, -1.84902], [5.57474, -2.46976, -0.70953], [3.96985, -4.25119, -1.54744], [6.33315, -4.50972, -1.96161], [6.49289, -5.22505, -0.73862], [7.59119, -6.20740, -3.57062], [9.09449, -5.31753, -3.67902], [8.80261, -5.94754, -2.18151], [9.47255, -3.30351, -2.58330], [8.24582, -2.31867, -1.64404], [9.00304, -3.64873, -0.95656], [8.11835, -2.86430, -4.30125], [6.88288, -4.13670, -4.72370], [6.71848, -1.42932, -3.46086], [5.93693, -1.99046, -4.90539], [4.52839, -3.50496, -3.86965], [4.19235, -2.00693, -3.07332], [6.43438, -1.87052, -1.00957], [5.69856, -2.87619, 0.29426], [4.78466, -1.73707, -0.54506], [4.11260, -5.07417, -0.84714], [3.67635, -4.72627, -2.48352], [3.12257, -3.71007, -1.12624], [6.88608, -6.09430, -0.84536], [2.09705, 0.00959, -7.74984], [2.85320, -0.94209, -6.74464], [4.17259, -1.39208, -7.42726], [3.12621, -0.16426, -5.46008], [1.97448, 0.08057, -4.60972], [1.08789, -1.17538, -4.30426], [0.86369, -2.15859, -5.52076], [0.81915, -3.60205, -4.90786], [-0.37779, -1.72774, -6.21757], [2.06656, -2.16085, -6.41016], [1.88192, -3.01894, -7.48655], [1.65952, -0.62839, -8.51773], [1.28416, 0.53997, -7.25382], [2.73237, 0.75311, -8.23116], [4.87813, -2.01029, -6.87219], [3.97355, -1.89935, -8.37127], [4.94351, -0.64241, -7.60557], [3.93898, -0.64701, -4.91744], [3.74929, 0.66210, -5.80213], [2.29442, 0.39637, -3.61674], [1.27478, 0.81040, -5.01701], [0.10604, -0.90429, -3.91623], [1.50705, -1.60168, -3.39284], [0.42518, -4.43061, -5.49640], [0.20106, -3.59567, -4.01007], [1.81466, -3.94856, -4.63042], [-1.27606, -1.76768, -5.60144], [-0.58443, -2.49309, -6.96564], [-0.38507, -0.73450, -6.66647], [2.43497, -3.75795, -7.22270], [-2.68442, -6.93752, 4.59454], [-3.03035, -5.52797, 5.20431], [-3.92810, -4.67682, 4.17749], [-3.86908, -5.84326, 6.50505], [-3.00302, -6.07511, 7.76740], [-2.04551, -4.84115, 7.87402], [-1.05218, -4.63356, 6.62234], [-0.37806, -3.27531, 6.87891], [-0.06186, -5.85159, 6.58428], [-1.84843, -4.62970, 5.39000], [-1.14339, -4.32391, 4.23604], [-1.82882, -7.38835, 5.09734], [-3.58516, -7.55029, 4.55856], [-2.36075, -6.88581, 3.55500], [-3.43860, -4.42538, 3.23660], [-4.70815, -5.26909, 3.69912], [-4.26818, -3.71990, 4.57341], [-4.61120, -5.06309, 6.67447], [-4.50926, -6.71991, 6.40635], [-3.57657, -6.17605, 8.68879], [-2.52187, -7.01672, 7.50289], [-1.51102, -5.03829, 8.80329], [-2.64840, -3.93514, 7.93540], [-0.08858, -3.15927, 7.92333], [-1.06271, -2.45598, 6.65967], [0.50466, -3.18682, 6.24559], [0.30885, -5.93435, 7.60596], [0.85898, -5.83886, 6.00118], [-0.58921, -6.79894, 6.47237], [-0.56300, -5.07941, 4.11783], [-5.09003, -0.87620, -10.01153], [-4.81048, -0.64808, -8.45868], [-3.29119, -0.63333, -8.27657], [-5.51135, 0.67798, -8.07829], [-5.57089, 0.94990, -6.57095], [-6.47118, -0.16534, -6.09633], [-5.82997, -1.57150, -6.24846], [-4.72075, -1.84992, -5.19434], [-7.11453, -2.53321, -6.08795], [-5.46481, -1.71878, -7.70758], [-5.10452, -3.03078, -7.95110], [-4.54909, -1.72996, -10.41966], [-6.14094, -1.12262, -10.16306], [-4.81857, -0.06443, -10.68640], [-3.16574, -0.56036, -7.19628], [-2.67335, -1.45727, -8.63363], [-2.73328, 0.26920, -8.52607], [-5.04156, 1.58203, -8.46572], [-6.48147, 0.68676, -8.57516], [-4.54835, 0.95693, -6.19350], [-6.01691, 1.94282, -6.51384], [-7.50132, -0.06470, -6.43806], [-6.57296, 0.01368, -5.02597], [-4.01085, -2.51605, -5.68467], [-5.10181, -2.39430, -4.33031], [-4.28407, -0.91478, -4.84373], [-7.95257, -2.48807, -6.78346], [-7.54973, -2.26865, -5.12425], [-6.80163, -3.57695, -6.11609], [-5.54234, -3.05932, -8.80498], [2.24125, -0.48550, 0.89436], [0.73703, -1.04203, 0.88245], [0.77404, -2.40394, 0.30736], [0.32767, -1.15920, 2.31128], [-1.18138, -1.42830, 2.55565], [-2.06460, -0.51032, 1.80704], [-1.61384, -0.30057, 0.43482], [-2.20611, -1.44876, -0.48270], [-2.20000, 1.09857, 0.01855], [-0.17763, -0.10180, 0.26929], [0.03935, 0.29006, -1.02802], [3.08701, -1.13119, 0.65799], [2.23490, 0.29623, 0.13479], [2.58847, 0.09641, 1.74813], [1.18063, -2.41330, -0.70392], [1.41770, -3.10691, 0.83615], [-0.13367, -3.00427, 0.24592], [1.03055, -1.66509, 2.97321], [0.52571, -0.16246, 2.70548], [-1.34216, -2.40316, 2.09532], [-1.35941, -1.41361, 3.63091], [-2.18246, 0.40502, 2.38701], [-3.08851, -0.88205, 1.84617], [-1.93094, -2.39040, -0.00761], [-1.71759, -1.58322, -1.44778], [-3.29223, -1.35692, -0.48340], [-1.75028, 1.89684, 0.60897], [-3.28915, 1.10684, -0.02361], [-1.94164, 1.28973, -1.02300], [-0.16188, 1.21641, -0.87643], [2.99341, 6.88969, -3.49433], [1.87106, 5.84079, -3.68890], [1.61076, 5.17444, -2.29403], [0.54597, 6.53018, -4.09281], [0.64123, 6.91333, -5.60314], [0.84247, 5.64822, -6.53551], [2.11209, 4.95179, -6.15292], [2.00431, 3.59199, -6.97895], [3.29135, 5.63077, -6.85104], [2.23530, 4.78436, -4.63515], [3.25604, 3.94141, -4.28283], [2.68086, 7.61534, -2.74343], [3.87225, 6.35266, -3.13749], [3.42195, 7.27084, -4.42125], [0.81560, 4.43406, -2.38154], [2.51400, 4.72352, -1.88302], [1.33058, 5.88245, -1.51408], [-0.34915, 5.93267, -3.92011], [0.43071, 7.50345, -3.61578], [-0.28514, 7.36595, -5.95680], [1.46981, 7.57596, -5.85306], [0.94099, 5.95523, -7.57673], [-0.05205, 5.02558, -6.55171], [1.92928, 3.71543, -8.05933], [1.19070, 2.90720, -6.73976], [2.87741, 2.98064, -6.75085], [4.30271, 5.39418, -6.52045], [3.08601, 6.68410, -6.66022], [3.26998, 5.53332, -7.93647], [2.79734, 3.21468, -3.85499], [-1.07716, -6.29773, 0.19919], [0.08597, -7.11018, 0.80693], [0.81674, -6.49840, 2.00537], [-0.27566, -8.44444, 1.04542], [-0.64734, -5.39147, -0.22750], [-1.75837, -6.10291, 1.02749], [-1.70058, -6.79546, -0.54359], [0.79608, -7.20929, -0.01406], [0.19340, -6.40903, 2.89507], [1.04048, -5.48588, 1.66948], [1.75380, -7.01641, 2.20957], [-1.04109, -8.33628, 1.61465], [4.28549, -4.96511, 2.95615], [4.25455, -4.75918, 4.52352], [4.17928, -3.24371, 4.87298], [3.05507, -5.47015, 4.89398], [4.44147, -6.03949, 2.85878], [5.03955, -4.40487, 2.40333], [3.35085, -4.73074, 2.44662], [5.15176, -5.06454, 5.06191], [4.61948, -2.58617, 4.12334], [4.65621, -2.93160, 5.80208], [3.12044, -2.99904, 4.95721], [3.12918, -6.32526, 5.32399]], "smiles": "CC1(C)CCCC(C)(C)N1O.CC1(C)CCCC(C)(C)N1O.CC1(C)CCCC(C)(C)N1O.CC1(C)CCCC(C)(C)N1O.CC1(C)CCCC(C)(C)N1O.CC1(C)CCCC(C)(C)N1O.CC1(C)CCCC(C)(C)N1O.CC1(C)CCCC(C)(C)N1O.CC1(C)CCCC(C)(C)N1O.CC1(C)CCCC(C)(C)N1O.CC(C)O.CC(C)O", "charge": 0, "e_tot_ha": -5230.99730, "e_above_lowest_kj_mol": 545.3, "spin_multiplicity": 1}